C47H41BF12N2O2S | ωB97M-V with the def2-TZVPD basis set

Last column: Löwdin charge in e.
Geometry (Å):
1 C 4.1582 -4.1484 -3.2475  -0.1104
2 C 3.3456 -3.0849 -2.6043  -0.5764
3 C 1.9912 -2.8001 -2.7217  -0.1255
4 C 1.5499 -1.8185 -1.7833  -0.0901
5 C 2.6047 -1.2104 -1.1091  -0.4567
6 B 2.6702 2.5718 -2.4788  -0.6995
7 C 2.5629 -0.2889 -0.0217  -0.2064
8 C 3.7582 -0.1278 0.7235  0.0039
9 C 3.6984 -0.2227 2.0950  -0.0966
10 C 5.0142 -0.1767 2.8391  -0.4905
11 F 5.1745 -1.2143 3.7094  0.1266
12 F 6.1179 -0.1914 2.0213  0.1133
13 F 5.0889 0.9843 3.5792  0.1055
14 C 2.4559 -0.3906 2.7363  0.0698
15 C 1.2880 -0.2915 1.9625  -0.0990
16 C -0.1106 -0.6275 2.4456  -0.4838
17 F -1.0325 0.2615 1.9243  0.1029
18 F -0.4924 -1.8925 2.0096  0.1042
19 F -0.2302 -0.6329 3.7972  0.1295
20 C 1.3424 -0.0369 0.6139  0.0242
21 O 3.9196 2.3348 -2.9453  0.0896
22 C 4.2302 1.7387 -4.2463  -0.0673
23 C 2.9749 1.4128 -5.0719  -0.5021
24 C 2.7917 2.6141 -5.9998  -0.0510
25 C 3.2624 0.0758 -5.7269  -0.0422
26 C 1.6266 1.2943 -4.3205  -0.0820
27 O 1.5526 2.1200 -3.1418  0.0478
28 S 4.1188 -1.8741 -1.6400  1.1115
29 H 3.5316 -4.9828 -3.5721  0.0831
30 H 4.6735 -3.7398 -4.1245  0.0795
31 H 4.9182 -4.5550 -2.5629  0.0803
32 H 1.3667 -3.2853 -3.4669  0.1117
33 H 0.5095 -1.5802 -1.5730  0.1164
34 H 4.7238 -0.1034 0.2213  0.1113
35 H 2.3928 -0.5307 3.8181  0.1374
36 H 0.4167 0.0511 0.0498  0.1368
37 H 4.8680 2.4947 -4.7780  0.1438
38 H 4.8480 0.8235 -4.1017  0.1311
39 H 1.9530 2.4853 -6.7028  0.0937
40 H 2.5689 3.4926 -5.3576  0.0921
41 H 3.7085 2.8324 -6.5717  0.0927
42 H 2.5105 -0.2075 -6.4709  0.0944
43 H 4.2534 0.0922 -6.1965  0.0935
44 H 3.2797 -0.6744 -4.9221  0.0811
45 H 0.8315 1.6706 -5.0066  0.1364
46 H 1.3553 0.2468 -4.0419  0.1298
47 F 10.1254 4.9329 1.2878  0.1216
48 C 8.9716 4.5210 1.8859  -0.5286
49 F 8.7077 3.2467 1.4499  0.1138
50 F 9.2055 4.4377 3.2427  0.1138
51 C 7.7863 5.4189 1.6484  -0.0254
52 N 6.6156 4.8549 2.3603  -0.0237
53 C 6.4275 5.2879 3.6856  -0.2351
54 C 6.5145 6.6540 4.0039  -0.0166
55 C 6.2639 7.0624 5.3137  -0.0786
56 C 5.9819 6.1150 6.3065  -0.0910
57 C 5.9229 4.7544 5.9914  -0.0700
58 C 6.1418 4.3448 4.6836  -0.0325
59 C 5.6600 4.1052 1.6891  -0.1916
60 C 4.3995 3.7898 2.2591  -0.0148
61 C 3.3555 3.2813 1.4930  -0.0132
62 C 3.5114 3.1223 0.0912  -0.2052
63 C 2.3897 2.9491 -0.8956  -0.0400
64 C 2.0277 4.2571 -1.6507  -0.1663
65 C 0.8138 4.3311 -2.4275  -0.0158
66 C 0.7066 5.1871 -3.4946  -0.0144
67 C 1.6667 6.2034 -3.7471  -0.1831
68 N 1.5667 7.0086 -4.8790  -0.0247
69 C 0.7347 6.6080 -6.0538  -0.0183
70 C 1.6519 6.3487 -7.2236  -0.5174
71 F 1.0591 5.7575 -8.3028  0.1204
72 F 2.2317 7.5200 -7.6492  0.1185
73 F 2.6872 5.5220 -6.8331  0.0985
74 C 2.0098 8.3462 -4.9239  -0.2375
75 C 3.3700 8.6582 -4.8067  -0.0257
76 C 3.7823 9.9839 -4.9176  -0.0728
77 C 2.8664 10.9834 -5.2371  -0.0901
78 C 1.5135 10.6738 -5.3733  -0.0765
79 C 1.0735 9.3664 -5.1832  -0.0210
80 C 2.7011 6.3196 -2.7879  0.0008
81 C 2.8936 5.3737 -1.7885  0.0108
82 C 4.8049 3.2785 -0.3996  -0.0475
83 C 5.8751 3.7011 0.3604  -0.0142
84 H 8.0335 6.3973 2.0635  0.1240
85 H 7.5996 5.4744 0.5646  0.1375
86 H 6.7136 7.3847 3.2162  0.1124
87 H 6.3007 8.1254 5.5578  0.1039
88 H 5.7895 6.4317 7.3239  0.0964
89 H 5.7152 3.9999 6.7460  0.1066
90 H 6.0549 3.3036 4.3918  0.1107
91 H 4.2352 3.9599 3.3210  0.1017
92 H 2.4198 3.0250 1.9870  0.1170
93 H 1.4909 2.5773 -0.3931  0.1334
94 H 0.0039 3.6201 -2.2393  0.1343
95 H -0.1560 5.1069 -4.1590  0.1052
96 H 0.1769 5.6892 -5.8753  0.1195
97 H 0.0591 7.4291 -6.3549  0.1327
98 H 4.0690 7.8372 -4.6340  0.1175
99 H 4.8324 10.2118 -4.7562  0.1050
100 H 3.2089 12.0010 -5.3798  0.1000
101 H 0.7862 11.4453 -5.6217  0.1051
102 H 0.0078 9.1142 -5.2024  0.1174
103 H 3.3962 7.1492 -2.8692  0.0900
104 H 3.7546 5.4510 -1.1353  0.1173
105 H 4.9790 3.0986 -1.4510  0.1099
106 H 6.8584 3.7481 -0.1021  0.1022

Properties
Molar mass ... 936.71 Da
HOMO energy ... -7.24 eV
2S+1 ... 1
Energy above the lowest of the compared OMol25 structures with the same formula, charge and spin ... 0.0000 eV
Frontier orbital gap ... 6.813 eV
E_tot ... -100602.9578 eV
F_max ... 3.20 eV/Å

C47H41ClCuN5O2P2S | ωB97M-V with the def2-TZVPD basis set

Last column: Löwdin charge in e.
Geometry (Å):
1 Cu 1.6819 -0.2073 -0.0001  0.4271
2 C 2.9160 2.2997 -1.7451  -0.2444
3 P 1.5337 3.3652 -0.7998  1.0750
4 C 1.3614 2.5754 0.8278  -0.4618
5 C -3.9532 1.3133 3.7202  -0.0698
6 C -2.9651 0.5192 4.4179  -0.0698
7 C -1.5946 0.7948 4.2512  0.0319
8 C 0.2642 2.4537 3.0648  -0.3046
9 C 0.3896 3.0060 1.7061  -0.1070
10 C 2.1605 4.8804 -0.1926  -0.4312
11 C 1.1370 5.8138 0.1134  -0.1505
12 C 1.4075 7.0996 0.4193  -0.0819
13 C 2.7753 7.5407 0.2658  -0.0820
14 C 3.7501 6.6164 -0.0339  -0.1150
15 C 3.4916 5.2624 -0.0836  -0.0756
16 C 2.6046 0.9140 -2.4541  -0.3681
17 C 3.0309 0.5364 -3.7256  -0.1111
18 C 2.7172 -0.8452 -3.8415  -0.0932
19 C 2.0982 -1.2724 -2.6190  -0.3968
20 C 1.5733 -2.6028 -2.2683  -0.2374
21 P 0.1316 -3.1079 -3.5729  1.0648
22 C -0.9382 -4.2696 -2.6533  -0.3773
23 C -1.5976 -5.1884 -3.5324  -0.1304
24 C -2.7130 -5.8544 -3.0729  -0.1219
25 C -3.1170 -5.8435 -1.7260  -0.0716
26 C -2.2947 -5.0892 -0.8396  -0.1044
27 C -1.2816 -4.2941 -1.2878  -0.1297
28 C -0.8333 -1.6016 -3.6287  -0.3437
29 C -1.3199 -0.7370 -2.5012  -0.2799
30 C -1.4644 0.7064 -2.9194  -0.0282
31 C -1.2758 1.1718 -4.1815  -0.0920
32 C -1.0116 0.2458 -5.2134  -0.1082
33 C -0.8729 -1.0621 -4.9497  -0.1639
34 N 1.9866 -0.1395 -1.8237  -0.0541
35 H 3.7204 2.0419 -1.0412  0.0583
36 H 3.2302 3.0065 -2.5798  0.0764
37 H -5.0110 1.1547 3.9622  0.0982
38 H -3.2832 -0.3368 4.9845  0.0884
39 H -0.7885 0.0632 4.3848  0.0908
40 H 0.6300 3.2699 3.7773  0.1451
41 H -0.2857 3.8467 1.3821  0.0811
42 H 0.1173 5.4515 0.1454  0.0796
43 H 0.6025 7.7569 0.7150  0.0948
44 H 2.9901 8.5894 0.2815  0.0832
45 H 4.7560 6.9606 -0.1462  0.0923
46 H 4.3145 4.5895 -0.1661  0.1005
47 H 3.7401 1.1377 -4.3547  0.0954
48 H 2.8669 -1.3844 -4.7440  0.0653
49 H 1.1345 -2.4981 -1.2758  0.0346
50 H 2.2919 -3.4334 -2.3095  0.0756
51 H -1.3406 -5.2813 -4.5982  0.0908
52 H -3.2913 -6.3693 -3.8266  0.0894
53 H -4.0516 -6.2898 -1.3857  0.0935
54 H -2.5780 -5.0102 0.2210  0.1079
55 H -0.7302 -3.6832 -0.5524  0.1176
56 H -0.4904 -0.7811 -1.7343  0.1208
57 H -1.8728 1.2712 -2.0752  0.1149
58 H -1.2166 2.2526 -4.3349  0.1042
59 H -0.9017 0.6787 -6.2624  0.1226
60 H -0.7497 -1.8008 -5.7101  0.0726
61 N 5.9983 -2.4153 6.7301  0.0744
62 C 4.9839 -2.2864 5.8337  -0.3633
63 C 3.8027 -1.5725 6.1533  -0.0143
64 C 2.7649 -1.4817 5.1867  -0.0606
65 C 3.0207 -1.9653 3.9187  -0.2668
66 C 4.2336 -2.5852 3.5730  -0.0429
67 C 5.1618 -2.7967 4.5687  -0.0529
68 S 1.5993 -2.0012 2.7760  0.6181
69 O 0.4170 -2.0841 3.6077  -0.3361
70 O 1.8439 -3.0513 1.8394  -0.3309
71 N 1.7043 -0.6100 1.8575  -0.1508
72 C 1.5913 0.6844 2.1589  -0.4822
73 N 2.0386 1.4241 1.0197  0.0066
74 C -3.5796 2.3779 2.9002  -0.1132
75 C -2.2603 2.5606 2.6183  0.0179
76 C -1.2201 2.1243 3.6410  -0.1774
77 N 1.0419 1.2431 3.2455  0.1140
78 H 5.9084 -2.1876 7.7528  0.1204
79 H 6.9359 -2.4199 6.4038  0.0745
80 H 3.7398 -1.0808 7.1254  0.1000
81 H 1.8183 -1.0008 5.4314  0.1054
82 H 4.3696 -2.9581 2.5583  0.1186
83 H 6.1259 -3.1949 4.3125  0.1052
84 H -4.2716 3.1636 2.6554  0.1035
85 H -1.9641 3.0036 1.6889  0.0933
86 H -1.1250 2.8605 4.3811  0.1381
87 Cl -8.1864 -0.8544 -3.7501  0.6604
88 C -6.5380 -0.8027 -3.3012  -0.7233
89 C -5.5488 -1.3293 -4.1151  -0.0726
90 C -4.2415 -1.4410 -3.5576  -0.0138
91 C -3.9326 -1.0826 -2.2831  -0.2168
92 C -2.5450 -1.2691 -1.6846  -0.0844
93 C -4.9678 -0.5021 -1.5402  -0.0469
94 C -6.2244 -0.2763 -2.0497  -0.1288
95 H -5.8495 -1.4960 -5.1204  0.0892
96 H -3.4533 -1.7872 -4.2102  0.1068
97 H -2.4842 -2.3510 -1.5580  0.0864
98 H -2.5503 -0.9137 -0.6444  0.1210
99 H -4.7705 -0.2194 -0.4843  0.1197
100 H -6.9688 0.3719 -1.5162  0.1170

Properties
Molar mass ... 900.89 Da
HOMO energy (spin up / spin down) ... -3.69 / -3.69 eV
2S+1 ... 2
Total charge ... -1
Frontier orbital gap (spin up / spin down) ... 3.377 / 3.381 eV
E_tot ... -147516.8143 eV
F_max ... 4.06 eV/Å

Q: Number 1 is which compound?
A: C47H41BF12N2O2S

Q: The lowest F_max belongs to which entry?
A: C47H41BF12N2O2S